Record 1
Below is a cluster of 5 separate species, C24H34Cl16N3OP in total in a non-equilibrium geometry, with properties calculated with wB97M-V/def2-TZVPD.

Structure (ORCA input):
```
! RIJCOSX wB97M-V def2-TZVPD def2/J DEFGRID3
* xyz 0 1
Cl -7.5927 -0.3575 1.4355
Cl 2.7703 -6.3370 -2.9595
Cl -6.8222 -2.1284 3.5791
Cl 1.3330 -8.8139 -2.6211
Cl 3.5754 1.5120 -7.0060
Cl -3.0839 4.9138 -2.1589
Cl 4.9869 3.4689 -5.4224
Cl 3.3739 1.4476 -4.1230
Cl -5.8145 0.5750 3.5078
Cl -2.7723 2.1726 -2.9976
Cl 0.1042 -6.6338 -4.0501
Cl 2.3190 -8.0633 -5.2257
Cl -3.8998 4.1138 -4.8092
Cl 5.8555 0.7155 -5.4226
Cl -5.4060 3.2364 -2.5094
Cl -4.8913 -1.3560 1.5786
P 3.6629 -2.5131 -1.3305
O 1.2747 -3.2699 -0.7264
N -0.8476 -1.2882 -2.5787
N 4.1477 -3.2047 -0.0115
N 3.1228 0.2343 0.9660
C 0.4544 -4.1785 -1.4462
C 2.4016 -0.3076 -2.3986
C 2.8458 -0.3595 0.0234
C -0.0187 -1.4980 -1.8129
C 4.4482 1.7895 -5.4958
C -6.2813 -0.8178 2.5257
C 0.5115 3.5134 4.2114
C 0.9814 -1.8866 -0.7981
C -0.8134 4.1681 3.7590
C -0.6376 3.1009 1.4050
C -3.7921 3.6093 -3.1204
C -0.2153 -0.0667 0.6140
C 1.7751 1.0280 -2.2136
C 1.6318 -7.4623 -3.7157
C 0.3970 -1.4757 0.5769
C -1.8634 2.5186 0.6447
C 1.1565 1.6170 5.8366
C -1.7495 -0.0328 0.5434
C -0.9517 4.3563 2.2397
C -2.3852 1.1876 1.2051
C 0.3142 2.0328 4.6263
C -0.9322 -4.4174 -0.8400
C 0.9405 1.8980 -2.2097
C 2.3617 -1.1643 -1.0920
H 0.4026 -3.9985 -2.5238
H -1.6825 3.6364 4.1532
H 0.9523 -5.1469 -1.3599
H 2.0225 -0.8219 -3.2796
H -2.3578 1.1561 2.2991
H 0.9512 2.2607 6.6931
H 0.8351 0.6147 6.1384
H 0.0939 0.3814 1.5594
H -0.2627 2.3131 2.0535
H 4.7133 -1.8167 -1.9672
H -0.8560 5.1692 4.2011
H -0.2821 5.1675 1.9432
H 0.1633 2.6278 -2.1915
H -0.4296 -2.1741 0.7280
H 1.1729 3.4883 3.3417
H 0.1797 0.5794 -0.1691
H 0.6317 1.3992 3.7928
H -1.9704 4.6965 2.0366
H -2.0312 0.0108 -0.5135
H -0.7323 1.7975 4.8258
H -0.8959 -4.2947 0.2433
H -1.6723 -3.7084 -1.2125
H 3.1401 -3.3946 -2.2946
H 1.0076 4.0694 5.0055
H -3.4521 1.1528 0.9568
H 5.1358 -3.0168 0.1195
H -2.6355 3.2907 0.6626
H 1.1082 -1.6748 1.3745
H -1.6233 2.3479 -0.4089
H 3.4520 -0.1381 -2.5902
H 0.1495 3.3075 0.6765
H -2.1955 -0.9461 0.9457
H -1.2271 -5.4464 -1.0386
H 2.2195 1.5348 5.6163
*
```

Calculated values
HOMO energy (eV): -9.079
SMILES: C#CC[C@](C#N)([PH2]=N)[C@](C#N)(CCCCCCCCCCC)OCC.ClC(Cl)(Cl)Cl.ClC(Cl)(Cl)Cl.ClC(Cl)(Cl)Cl.ClC(Cl)(Cl)Cl
E_tot (a.u.): -8878.5760
LUMO (eV): 0.0
Frontier orbital gap (eV): 9.117
F_max (eV/Å): 2.4

Record 2
Below is a structure of composition C45H28Cl5MnOP2S5 in a non-equilibrium geometry, with properties calculated with wB97M-V/def2-TZVPD.

Structure (ORCA input):
```
! RIJCOSX wB97M-V def2-TZVPD def2/J DEFGRID3
* xyz -1 2
Mn 0.5915 -0.2385 -1.2089
Cl -2.3582 3.2648 -6.2592
Cl -4.3296 1.3885 -4.7499
Cl 0.5581 3.5702 -5.2403
Cl -3.3599 -0.2740 -2.3732
Cl 1.5312 1.8845 -2.8206
S 3.1141 -0.7725 -1.4696
S -1.2216 -5.2287 -4.8155
S 3.1842 -1.8623 -3.1589
S -1.0092 -2.7512 -3.1762
S 1.3825 -3.8564 -4.3811
P 0.2063 1.9168 0.0351
P 0.4420 -2.0486 0.4305
O 0.6647 0.1339 1.9313
C -1.8184 2.3410 -4.9119
C -0.6816 3.2634 -0.8011
C 2.9281 4.4718 1.7457
C -0.6723 1.9769 1.6282
C -2.2646 5.1040 -2.1372
C 2.7286 -1.6764 4.3756
C 1.7542 2.7066 0.6179
C 2.0509 -4.0038 -0.6104
C -3.8562 -2.1776 2.0481
C -3.5768 -2.0186 0.6981
C -0.2636 0.9558 2.4977
C -1.5059 -2.4159 2.5130
C -0.0943 1.6981 -3.3890
C -0.8994 0.7892 -2.6943
C -2.2112 0.7364 -3.1698
C 0.7501 -3.7290 -0.1893
C 2.2377 -3.0587 2.4683
C -0.9104 5.3419 -1.9705
C -2.1898 2.7441 3.3211
C 4.1419 2.5793 0.9139
C 2.9581 2.0315 0.4571
C 2.3429 -5.2008 -1.2329
C -0.2476 -4.6757 -0.3906
C -0.1115 4.4241 -1.3099
C 1.3379 -6.1308 -1.4523
C 4.1289 3.8011 1.5618
C -2.8215 -2.3802 2.9470
C -2.6833 1.4841 -4.2441
C 1.3632 -0.8190 2.6202
C 1.4570 -2.0403 1.9393
C -1.7840 1.7232 4.1628
C -2.2628 -2.0072 0.2695
C -1.2190 -2.1943 1.1717
C 1.9910 -0.6293 3.8367
C 0.4388 -1.8576 -2.7801
C 1.7446 3.9341 1.2776
C -0.3275 -4.0186 -4.1725
C -2.8318 3.9334 -1.6559
C 1.5232 -2.4044 -3.3516
C -0.8195 0.8108 3.7518
C -1.6402 2.8764 2.0582
C 0.0486 -5.8716 -1.0207
C -2.0406 3.0148 -1.0006
C 2.8687 -2.8704 3.6864
C -0.5098 2.4657 -4.4644
H 2.9168 5.4160 2.2700
H -2.0178 -1.8427 -0.7775
H -0.4706 6.2516 -2.3570
H 1.5572 -7.0485 -1.9779
H 0.9468 4.6127 -1.1858
H -2.8780 5.8307 -2.6479
H -1.9625 3.6848 1.4194
H -0.7349 -6.5940 -1.2006
H 3.4680 -3.6647 4.1110
H -4.3723 -1.8816 -0.0203
H 2.3297 -3.9977 1.9425
H -2.2079 1.6373 5.1525
H 2.9728 1.0660 -0.0348
H 1.9106 0.3160 4.3536
H 3.2059 -1.5540 5.3369
H -0.5211 -0.0037 4.3945
H -2.4652 2.0916 -0.6250
H -4.8788 -2.1418 2.4004
H 5.0699 2.0465 0.7625
H -0.7101 -2.6103 3.2181
H -2.9482 3.4416 3.6472
H 0.8077 4.4558 1.4269
H -3.8854 3.7393 -1.7910
H -1.2602 -4.4716 -0.0757
H 2.8224 -3.2567 -0.4684
H 3.3495 -5.3965 -1.5736
H 5.0474 4.2257 1.9395
H -3.0388 -2.5054 3.9984
*
```

Calculated values
HOMO energy (alpha / beta) (eV): -3.872 / -3.931
E_tot (a.u.): -7932.4995
LUMO (alpha / beta) (eV): 2.2 / 2.2
Frontier orbital gap (alpha / beta) (eV): 6.054 / 6.110
F_max (eV/Å): 2.8

Record 3
Below is a structure of composition C16H25IN2O4PtSe2, with properties calculated with wB97M-V/def2-TZVPD.

Structure (ORCA input):
```
! RIJCOSX wB97M-V def2-TZVPD def2/J DEFGRID3
* xyz 2 5
Pt 0.0979 -0.3606 0.9667
I 7.7775 3.2197 -2.2986
Se 0.3381 0.5193 3.1868
Se 1.0379 -2.6182 1.0936
O 2.1540 -1.8726 6.4224
O 3.0975 -1.3485 0.2805
O 1.7831 0.4509 0.0458
O 2.8842 0.1358 4.2409
N -2.1483 -0.6109 0.3291
N -4.2433 -1.0394 -1.6363
C -3.9410 -2.0824 -0.5917
C 5.2494 0.0058 -0.9052
C 2.0132 -2.7280 5.3208
C 6.3119 0.7393 -1.3993
C 0.5128 -1.0923 4.2567
C 2.9251 -0.1682 -0.0570
C 3.9234 2.0166 -0.7606
C 4.9875 2.7553 -1.2449
C 6.1803 2.1144 -1.5659
C 1.7508 -1.9628 3.9898
C 4.0501 0.6399 -0.5871
C 1.4911 -3.0544 2.9510
C -2.4881 -1.9577 -0.1558
C 2.9901 -1.1391 3.6132
C -3.9350 0.3459 -1.1302
C -2.4821 0.4083 -0.6827
H 2.9925 2.5077 -0.5135
H -3.6910 -1.2272 -2.4777
H 5.3414 -1.0630 -0.7683
H 4.8936 3.8242 -1.3743
H -4.6246 0.5322 -0.3065
H 2.8873 -3.3745 5.1867
H 2.3654 -3.7015 2.8502
H 7.2394 0.2470 -1.6550
H 3.0705 -1.0280 2.5307
H -1.8146 0.2639 -1.5368
H -5.2236 -1.1001 -1.9208
H 3.6288 0.6904 3.9779
H 3.0151 -1.4414 6.4117
H -2.6553 -0.4164 1.1896
H 1.1580 -3.3700 5.5458
H -2.2792 1.4014 -0.2844
H -4.6326 -1.9003 0.2314
H -4.1417 1.0543 -1.9305
H -0.4037 -1.6641 4.1058
H 0.5478 -0.7366 5.2856
H -2.2876 -2.6896 0.6247
H -1.8209 -2.1922 -0.9898
H 3.8886 -1.6607 3.9608
H -4.1512 -3.0612 -1.0192
H 0.6627 -3.6896 3.2737
*
```

Calculated values
HOMO energy (alpha / beta) (eV): -12.440 / -12.431
E_tot (a.u.): -6254.3823
LUMO (alpha / beta) (eV): -5.8 / -7.7
Frontier orbital gap (alpha / beta) (eV): 6.634 / 4.736
F_max (eV/Å): 0.5

Record 4
Below is a structure of composition C4H7NO2 in a non-equilibrium geometry, with properties calculated with wB97M-V/def2-TZVPD.

Structure (ORCA input):
```
! RIJCOSX wB97M-V def2-TZVPD def2/J DEFGRID3
* xyz 0 1
O -1.4586 -1.4077 0.5826
O 0.8606 -1.4759 -0.6224
N 0.3351 -0.5650 1.7292
C -0.4089 -0.8009 0.5527
C -1.2372 1.4693 -0.4844
C 0.8005 0.1526 -1.2881
C -0.3061 0.5380 -0.4704
H 0.9812 0.2103 1.7191
H -1.1845 2.3226 -1.1479
H 1.5438 -1.6975 0.0287
H 0.6063 -0.0917 -2.3287
H 1.7710 0.5792 -1.0329
H -0.2275 -0.6330 2.5665
H -2.0757 1.3996 0.1963
*
```

Calculated values
HOMO energy (eV): -8.817
E_tot (a.u.): -361.7357
LUMO (eV): 0.7
Frontier orbital gap (eV): 9.467
F_max (eV/Å): 4.2

Question: The highest E_tot belongs to which entry?
Answer: C4H7NO2

Question: Number 4 is which compound?
Answer: C4H7NO2